{"formula": "C48H49InN5O5Te", "method": "ωB97M-V/def2-TZVPD", "symbols": ["H", "H", "H", "H", "Te", "C", "H", "C", "C", "H", "H", "C", "H", "C", "H", "C", "H", "H", "H", "O", "H", "H", "H", "H", "H", "H", "C", "C", "H", "H", "C", "C", "C", "H", "C", "C", "C", "C", "H", "H", "H", "H", "C", "C", "H", "N", "C", "H", "C", "H", "H", "H", "C", "C", "H", "C", "C", "O", "C", "C", "C", "N", "C", "C", "C", "H", "N", "C", "H", "N", "C", "C", "C", "H", "C", "C", "C", "H", "H", "In", "H", "C", "O", "H", "H", "C", "C", "N", "C", "H", "H", "H", "C", "H", "H", "H", "H", "C", "O", "H", "C", "C", "O", "H", "C", "H", "C", "C", "C"], "coordinates": [[9.342856, 12.359373, 17.441892], [16.071715, 18.038389, 10.848784], [14.106956, 14.150542, 21.261724], [8.152551, 11.161960, 13.659107], [15.258755, 11.134023, 11.468153], [17.908461, 10.915133, 8.084756], [11.816551, 13.547433, 20.459026], [15.475081, 11.728863, 7.945165], [18.860962, 9.962321, 8.513455], [14.482076, 11.375761, 8.312183], [18.162051, 11.622036, 7.280634], [16.354827, 15.441113, 10.870230], [16.487723, 9.539984, 19.373282], [12.582902, 8.646572, 16.422590], [11.656930, 6.875345, 17.408751], [18.437919, 8.962605, 9.406989], [17.288624, 15.983214, 11.028216], [20.430181, 8.872039, 14.866714], [11.905519, 13.769016, 9.937036], [22.649155, 9.946283, 15.003498], [8.418005, 7.987158, 10.782211], [17.942080, 8.931395, 14.798706], [15.781686, 9.355089, 17.697515], [10.235836, 13.706566, 18.146678], [12.375848, 12.726425, 11.279849], [10.488076, 11.677657, 19.498750], [8.889546, 8.724407, 11.381785], [19.913146, 9.801388, 14.940058], [13.063529, 15.828934, 10.086763], [7.166194, 9.138075, 12.582043], [11.096102, 11.764383, 18.607757], [10.113079, 10.762210, 12.829434], [16.390288, 14.032834, 11.024939], [15.582138, 7.741063, 10.773933], [12.521917, 12.118596, 18.984751], [15.122113, 12.866239, 19.862357], [20.591725, 11.024885, 15.030948], [15.171175, 17.616846, 10.371411], [15.563878, 12.810994, 8.129918], [10.837455, 8.484346, 10.458301], [12.682079, 7.775459, 13.285850], [20.447858, 10.935569, 7.398474], [16.503028, 9.881223, 18.312722], [16.609653, 10.931846, 8.578632], [17.199638, 6.975308, 10.750153], [13.298065, 10.748698, 12.531872], [13.124938, 13.296221, 14.468590], [20.424622, 9.157003, 7.303588], [16.386152, 10.150769, 9.723554], [16.460970, 11.701583, 17.201639], [10.893186, 12.851231, 16.736347], [13.032131, 15.404297, 15.116576], [17.837475, 11.067652, 14.917193], [19.964806, 12.286007, 14.939313], [18.567951, 13.962264, 11.217538], [10.351883, 12.733564, 17.668290], [12.695617, 13.065201, 20.018284], [22.540158, 12.182063, 15.319341], [13.974751, 13.407069, 20.455041], [12.733444, 13.148248, 10.308583], [20.279962, 10.016975, 8.002728], [22.057263, 11.034262, 15.136733], [18.589955, 12.318390, 14.924164], [15.177129, 13.324997, 10.931116], [11.981985, 6.839175, 15.172532], [16.788454, 8.215947, 11.970876], [13.486110, 10.715699, 17.217196], [17.161054, 8.987608, 9.970090], [19.064581, 8.102935, 9.665259], [12.852397, 8.950792, 15.125555], [13.991087, 13.951174, 10.501260], [12.469081, 10.096583, 11.728676], [10.223840, 9.007208, 11.193461], [15.472623, 11.598390, 6.841452], [11.989389, 7.335175, 16.487299], [16.321470, 11.158264, 14.994123], [17.698698, 13.290029, 11.292066], [21.024674, 9.992840, 8.811535], [11.622115, 5.850055, 14.921029], [13.644431, 11.111982, 14.887786], [15.128152, 17.958380, 9.318854], [15.184893, 16.124225, 10.523821], [15.791172, 12.304929, 14.733110], [10.628476, 11.605885, 13.360987], [12.886244, 12.324310, 9.590380], [8.182602, 9.434643, 12.343381], [12.477575, 7.853705, 14.334948], [13.007578, 14.400380, 14.863162], [13.689807, 11.603596, 18.328573], [11.056453, 10.747023, 18.221015], [17.107870, 11.843357, 18.851766], [17.695961, 12.829851, 12.287467], [16.654335, 7.916292, 10.912655], [14.280441, 18.010738, 10.860678], [20.559322, 13.195465, 14.952225], [17.515066, 9.674108, 17.884202], [16.130180, 13.096520, 20.258686], [16.307962, 11.400655, 18.233567], [15.634897, 10.107136, 15.277183], [12.701060, 9.242031, 18.504235], [18.530492, 9.827508, 14.861211], [10.881025, 9.999991, 11.961624], [12.841039, 9.489612, 10.670559], [17.987214, 13.224752, 14.885556], [14.017105, 15.355382, 10.360743], [17.797391, 12.438939, 10.573174], [8.747436, 10.513365, 13.016222], [15.008925, 11.983001, 18.782910], [12.884198, 9.546981, 17.473152]], "forces_ev_per_a": [[0.3, 0.0, 0.0], [-0.4, 0.0, -0.3], [-0.2, -0.5, -0.4], [0.1, -0.3, 0.0], [-0.7, -0.2, -1.2], [0.5, -0.6, -0.7], [0.3, -0.3, -0.1], [-0.2, 0.2, -0.1], [-0.5, 0.6, 0.4], [0.8, 0.3, -0.1], [0.0, -0.4, 0.3], [0.1, -0.8, -0.1], [-0.1, 0.1, -0.8], [-1.0, -1.3, 0.3], [0.0, -0.2, -0.2], [-0.3, -0.3, -0.4], [-0.2, 0.0, -0.2], [0.5, -0.3, 0.2], [0.3, 0.0, 0.0], [-0.6, 2.5, 0.5], [-0.4, -0.7, -0.3], [-0.1, -0.3, 0.0], [-0.1, -0.2, 0.1], [0.1, 0.1, -0.1], [0.4, 0.1, -0.8], [0.1, 0.2, 0.5], [0.5, 0.7, 0.6], [0.0, 1.3, -0.2], [0.5, 0.0, 0.1], [-0.1, 0.2, -0.2], [-0.2, -0.4, -0.2], [0.8, 1.0, 0.5], [-0.3, 0.3, 0.2], [0.2, 0.0, -0.1], [0.8, 0.7, 0.0], [-0.4, -0.2, 0.0], [-0.5, 0.0, -0.4], [0.2, 0.2, -0.1], [-0.1, -0.3, 0.0], [-0.3, 0.1, 0.2], [-0.1, 0.4, -0.3], [-0.1, -0.5, 0.5], [0.7, 0.1, 0.3], [-0.2, 0.0, 0.8], [-0.2, 0.3, 0.1], [0.0, 1.1, 2.3], [-0.5, 3.3, 1.9], [0.2, 0.5, 0.6], [-0.1, -0.3, -0.2], [0.0, 0.3, 0.1], [0.1, 0.1, -0.3], [-0.1, -1.4, -0.4], [1.3, 0.9, 0.2], [0.1, -0.7, 0.5], [-0.3, -0.3, -0.1], [0.1, -0.4, 0.3], [0.5, -0.3, -0.3], [0.1, -3.1, -0.3], [0.2, 0.6, 0.3], [-0.7, 0.1, 0.3], [-0.1, -0.1, -1.0], [0.8, 0.6, -0.2], [-1.7, -2.1, -0.2], [0.6, -0.7, -0.3], [-0.3, 0.4, 1.0], [0.0, -0.1, -0.4], [-0.8, -0.7, 0.1], [-0.1, 1.5, 0.5], [0.1, 0.3, -0.2], [-0.3, -0.4, -1.7], [0.5, 0.3, 0.8], [-0.8, -1.4, -1.8], [1.1, 0.5, 0.1], [0.1, 0.0, 0.6], [0.8, 1.1, -0.3], [0.1, 0.0, -0.6], [-0.3, -0.1, -0.3], [-0.2, -0.1, -0.3], [0.1, 0.2, -0.3], [0.4, -2.9, -1.3], [0.1, -0.3, 0.5], [-0.2, -1.1, 0.2], [-0.4, -2.1, 0.7], [-0.6, -0.8, -0.4], [-0.1, 0.2, 0.5], [-0.6, 0.3, 0.3], [0.8, 1.3, 2.3], [0.4, -1.4, -1.0], [-0.2, 0.7, 0.9], [0.0, 0.1, -0.4], [-0.2, 0.0, -0.5], [0.0, 0.2, -0.1], [0.3, 0.2, 0.3], [0.1, 0.2, 0.1], [-0.1, -0.3, 0.0], [-0.7, 0.0, 0.4], [-0.8, 0.0, -0.3], [-0.1, 0.0, 0.5], [0.7, 2.0, -0.9], [0.0, 0.1, -0.1], [-1.0, 1.7, 0.4], [0.9, -0.7, -0.4], [-0.5, 1.1, 1.6], [0.4, -0.1, 0.1], [-0.2, -0.4, -0.3], [0.1, 0.8, 0.4], [0.6, -0.2, -0.2], [-0.8, -0.7, -0.2], [1.1, 0.9, -1.2]], "lowdin_charge": [0.08, 0.08, 0.11, 0.10, 1.70, -0.03, 0.12, -0.05, -0.27, 0.07, 0.12, -0.01, 0.09, -0.34, 0.10, -0.02, 0.11, 0.11, 0.08, 0.07, 0.09, 0.12, 0.05, 0.07, 0.07, 0.11, -0.08, 0.02, 0.12, 0.10, -0.20, -0.07, -0.29, 0.08, -0.16, -0.05, -0.13, -0.06, 0.08, 0.11, 0.10, 0.08, -0.08, -0.32, 0.08, -0.27, 0.01, 0.09, -0.31, 0.08, 0.04, 0.15, -0.09, 0.01, 0.08, -0.07, -0.05, 0.04, -0.09, -0.07, -0.07, -0.31, 0.01, -0.30, -0.08, 0.07, 0.01, -0.31, 0.12, -0.02, -0.30, -0.66, -0.03, 0.09, -0.03, -0.62, -0.07, 0.08, 0.09, 0.85, 0.09, -0.28, -0.10, 0.10, 0.07, -0.10, -0.08, 0.21, -0.15, 0.08, 0.11, 0.04, -0.06, 0.07, 0.12, 0.08, 0.12, -0.19, -0.06, 0.15, 0.01, -0.13, -0.12, 0.12, -0.01, 0.07, -0.09, -0.14, -0.07], "max_force_ev_per_a": 3.84, "total_charge": 0, "gap_ev": [4.60, 6.64], "multiplicity": 2, "s_squared": 0.768, "e_homo_ev": [-5.721, -7.756]}